(1)
The following is a quantum chemistry calculation of a cluster of 3 separate species, C3H7NO2 in total, from the Open Molecules 2025 dataset.

Last column: Mulliken charge in e.
Geometry (Å):
C 0.78 0.30 0.25  0.373
C 1.32 -1.08 0.13  -1.179
C -2.49 0.44 -0.68  -0.274
O 0.70 0.85 1.45  -0.337
O 0.25 0.91 -0.72  -0.246
N -1.60 -0.19 -0.09  -0.421
H 1.05 0.27 2.13  0.322
H 1.61 1.32 -0.84  0.180
H 2.09 -1.30 0.87  0.443
H 0.46 -1.74 0.28  0.353
H 1.71 -1.24 -0.87  0.282
H -3.55 0.12 -0.62  0.265
H -2.32 1.34 -1.30  0.240

Calculated values
HOMO energy (alpha / beta), eV: -6.33 / -8.69
Orbital gap (alpha / beta), eV: 6.57 / 9.14
Maximum force, eV/Å: 1.7
Energy relative to the best compared isomer or geometry (same formula, charge and spin), eV: 7.022
DFT total energy, eV: -8803.50702
Spin multiplicity: 1

---

(2)
The following is a quantum chemistry calculation of a structure of composition C51H28Cl4N5O4Ti, from the Open Molecules 2025 dataset.

Last column: Mulliken charge in e.
Geometry (Å):
Ti 0.19 0.01 0.20  -1.046
Cl 0.19 -9.20 -0.56  -0.218
C 0.20 -7.47 -0.39  0.424
C 0.32 -6.67 -1.51  -1.127
C 0.33 -5.29 -1.37  -0.227
C 0.21 -4.71 -0.12  -1.676
C 0.08 -5.53 1.00  -0.021
C 0.07 -6.91 0.87  -1.180
C 0.22 -3.22 0.10  5.250
C -1.10 -2.71 0.55  -1.250
C -2.30 -3.37 0.59  -1.045
C -3.30 -2.38 0.67  -1.354
C -2.65 -1.16 0.66  -1.097
C -3.22 0.14 0.22  5.029
C -4.72 0.21 0.44  -1.814
C -5.22 0.02 1.73  0.158
C -6.57 0.09 1.98  -1.248
C -7.44 0.37 0.93  0.437
Cl -9.15 0.46 1.24  -0.225
C -6.96 0.56 -0.35  -1.126
C -5.60 0.48 -0.59  -0.021
C -2.54 1.35 0.78  -0.636
N -1.19 1.50 0.68  0.807
C -0.94 2.84 0.92  -0.056
C 0.31 3.46 0.80  1.107
C 0.33 4.95 0.82  -1.111
C 0.93 5.64 1.87  -0.027
C 0.94 7.03 1.89  -0.996
C 0.33 7.72 0.86  0.371
Cl 0.34 9.46 0.88  -0.215
C -0.28 7.05 -0.19  -1.008
C -0.29 5.67 -0.20  0.102
C 1.51 2.77 0.70  0.535
C 2.80 3.39 0.71  -1.397
C 3.71 2.41 0.90  -1.323
C 3.01 1.17 0.98  0.193
N 1.65 1.39 0.79  0.803
C 3.59 -0.04 1.31  0.877
C 2.91 -1.26 1.36  0.274
C 3.49 -2.53 1.58  -1.285
C 2.53 -3.47 1.23  -1.284
C 1.40 -2.75 0.84  -0.968
N 1.60 -1.42 0.94  0.902
C 5.05 -0.06 1.60  -0.907
C 5.51 -0.18 2.91  0.164
C 6.86 -0.21 3.19  -0.969
C 7.77 -0.12 2.15  0.420
Cl 9.47 -0.16 2.50  -0.216
C 7.34 -0.01 0.84  -1.009
C 5.99 0.02 0.57  0.177
C -2.15 3.49 1.24  -1.412
C -3.16 2.55 1.15  -1.413
N -1.29 -1.35 0.65  1.103
H 0.41 -7.13 -2.49  0.438
H 0.41 -4.67 -2.25  0.523
H -0.03 -5.09 1.98  0.565
H -0.03 -7.54 1.74  0.419
H -2.45 -4.44 0.52  0.551
H -4.37 -2.52 0.67  0.562
H -4.53 -0.20 2.54  0.502
H -6.96 -0.06 2.98  0.404
H -7.65 0.77 -1.15  0.428
H -5.22 0.65 -1.59  0.395
H 1.40 5.09 2.68  0.520
H 1.40 7.56 2.71  0.409
H -0.75 7.61 -0.98  0.420
H -0.77 5.14 -1.00  0.531
H 2.97 4.45 0.61  0.679
H 4.78 2.52 1.00  0.552
H 4.50 -2.71 1.91  0.514
H 2.63 -4.54 1.26  0.581
H 4.79 -0.24 3.72  0.496
H 7.22 -0.29 4.21  0.414
H 8.07 0.05 0.04  0.416
H 5.64 0.10 -0.45  0.551
H -2.25 4.54 1.48  0.573
H -4.22 2.69 1.28  0.568
O 2.53 -2.00 -1.78  -0.602
C 1.25 -1.64 -1.65  -0.080
O 0.34 -2.55 -1.34  -0.646
C 0.91 -0.34 -2.02  0.824
C 1.68 0.53 -2.88  -0.721
C 1.00 1.52 -3.52  -0.972
C -0.41 1.72 -3.33  -0.170
C -1.04 1.03 -2.35  0.133
N -0.31 0.15 -1.59  0.966
C -2.45 1.23 -1.89  0.027
O -3.08 2.24 -2.09  -0.575
O -2.92 0.14 -1.25  -0.562
H 2.67 -2.86 -1.34  0.557
H 2.73 0.35 -3.06  0.556
H 1.53 2.15 -4.23  0.471
H -0.96 2.43 -3.94  0.556

Calculated values
⟨S²⟩: 0.851
HOMO energy (alpha / beta), eV: -6.85 / -7.63
Orbital gap (alpha / beta), eV: 5.96 / 5.58
Maximum force, eV/Å: 0.5
Energy relative to the best compared isomer or geometry (same formula, charge and spin), eV: 0.275
DFT total energy, eV: -142189.55689
Spin multiplicity: 2

---

(3)
The following is a quantum chemistry calculation of an isolated molecule of C5H7NO, from the Open Molecules 2025 dataset.

Last column: Mulliken charge in e.
Geometry (Å):
C 1.82 1.13 0.05  -0.650
C 0.79 0.71 0.79  -0.182
C -0.29 -0.05 0.07  0.796
C -1.79 0.10 0.20  -1.255
N 0.25 -1.48 0.08  -0.514
C 0.26 -0.77 -1.09  0.242
O 0.55 -0.83 -2.25  -0.540
H 2.83 1.23 0.43  0.260
H 1.67 1.26 -1.02  0.273
H 0.84 0.58 1.87  0.288
H -2.14 1.11 -0.02  0.321
H -2.13 -0.17 1.20  0.314
H -2.28 -0.57 -0.52  0.354
H -0.38 -2.26 0.19  0.292

Calculated values
SMILES: C=C[C@]1(C)NC1=O
HOMO energy, eV: -9.41
Orbital gap, eV: 10.32
Maximum force, eV/Å: 0.7
Energy relative to the best compared isomer or geometry (same formula, charge and spin), eV: 2.604
DFT total energy, eV: -8833.59834
Spin multiplicity: 1

---

(4)
The following is a quantum chemistry calculation of the ion C4H10NO with charge -1, from the Open Molecules 2025 dataset.

Last column: Mulliken charge in e.
Geometry (Å):
C 1.67 -0.37 -0.67  -0.818
N 1.03 -0.14 0.62  -0.632
C -0.31 0.58 0.51  0.300
C -0.06 1.86 -0.28  -1.448
C -1.45 -0.48 0.12  -0.343
O -0.94 -1.72 -0.02  -0.924
H 2.48 0.35 -0.85  0.268
H 0.96 -0.22 -1.50  0.244
H 2.00 -1.40 -0.72  0.334
H 0.60 -1.03 0.86  0.322
H -0.37 0.97 1.53  0.205
H -0.98 2.47 -0.23  0.406
H 0.73 2.52 0.07  0.348
H 0.13 1.74 -1.36  0.350
H -2.17 -0.44 0.96  0.210
H -1.97 -0.02 -0.75  0.178

Calculated values
Net charge: -1
SMILES: CN[C@@H](C)C[O-]
HOMO energy, eV: -2.60
Orbital gap, eV: 6.92
Maximum force, eV/Å: 2.9
Energy relative to the best compared isomer or geometry (same formula, charge and spin), eV: 0.915
DFT total energy, eV: -7846.62156
Spin multiplicity: 1

---

(5)
The following is a quantum chemistry calculation of a structure of composition C58H79N5O5PY, from the Open Molecules 2025 dataset.

Last column: Mulliken charge in e.
Geometry (Å):
Y 0.52 -0.19 -0.68  -1.985
O -1.88 -5.70 -5.27  -0.495
C -1.48 -4.44 -5.78  -0.542
C -1.23 -3.45 -4.67  0.374
C -0.87 -2.13 -5.02  -1.661
C -0.57 -1.25 -4.00  -1.214
N -0.63 -1.53 -2.71  1.181
C -1.07 -2.79 -2.34  1.007
C -1.35 -3.76 -3.35  -1.026
C -1.26 -3.04 -0.96  0.144
C -1.88 -4.23 -0.47  -1.438
C -2.22 -4.36 0.84  -0.161
C -2.99 -5.53 1.37  -0.997
O -4.40 -5.32 1.32  -0.576
C -1.95 -3.27 1.71  -1.024
C -1.33 -2.16 1.19  0.364
N -0.94 -2.01 -0.07  1.361
H -2.09 -6.28 -6.01  0.296
H -2.26 -4.04 -6.45  0.299
H -0.56 -4.55 -6.38  0.239
H -0.81 -1.82 -6.06  0.415
H -0.27 -0.24 -4.26  0.985
H -1.64 -4.77 -3.09  0.519
H -2.10 -5.03 -1.16  0.335
H -2.70 -5.73 2.42  0.248
H -2.81 -6.43 0.78  0.431
H -4.56 -4.41 1.59  0.410
H -2.26 -3.31 2.74  0.320
H -1.19 -1.29 1.82  -1.029
N -1.80 0.93 -1.13  -0.090
C -1.89 2.25 -1.75  -0.849
C -1.30 3.33 -0.84  -0.610
C 0.14 3.03 -0.33  0.651
O 0.98 3.92 -0.42  -0.850
O 0.32 1.89 0.19  1.894
H -2.37 0.27 -1.66  0.382
H -2.19 1.00 -0.18  -0.663
H -2.94 2.53 -1.97  0.618
H -1.35 2.22 -2.70  0.042
H -1.91 3.42 0.06  -0.334
H -1.31 4.29 -1.35  0.558
C 1.90 1.76 4.68  -1.879
C 1.94 1.10 3.29  0.535
C 3.07 0.07 3.25  -1.548
P 0.32 0.37 2.65  2.517
C 0.02 -0.74 4.20  1.015
C -1.43 -0.86 4.67  -1.228
C 0.61 -2.13 3.94  -1.286
C -0.79 1.83 2.81  0.080
C -0.23 3.10 2.90  0.026
C -0.96 4.27 2.84  0.386
C -0.26 5.60 2.94  -1.865
C -2.33 4.17 2.60  -1.010
C -2.91 2.94 2.45  -0.140
C -2.19 1.72 2.56  -1.611
N -2.78 0.55 2.31  1.124
C -4.07 0.26 2.57  -0.417
C -4.77 0.63 3.76  1.631
C -4.19 1.58 4.78  -1.677
C -6.03 0.13 4.03  -0.856
C -6.70 -0.73 3.17  0.949
C -8.05 -1.30 3.51  -1.654
C -6.05 -1.06 1.99  -1.138
C -4.79 -0.59 1.68  0.025
C -4.20 -0.99 0.35  0.439
H 2.63 2.57 4.73  0.340
H 2.16 1.04 5.46  0.531
H 0.92 2.17 4.90  0.317
H 2.17 1.86 2.53  -0.346
H 3.03 -0.57 4.13  0.505
H 4.04 0.56 3.25  0.570
H 2.98 -0.54 2.36  -0.250
H 0.58 -0.29 5.02  0.718
H -2.09 -1.13 3.86  -0.091
H -1.75 0.10 5.07  0.309
H -1.51 -1.60 5.47  0.516
H 0.14 -2.60 3.08  -0.051
H 0.45 -2.78 4.82  0.537
H 1.67 -2.07 3.75  0.080
H 0.83 3.23 2.99  -0.125
H 0.74 5.47 3.35  0.411
H -0.81 6.29 3.59  0.432
H -0.16 6.05 1.96  0.230
H -2.93 5.07 2.48  0.269
H -3.96 2.86 2.18  0.592
H -3.10 1.56 4.77  -0.002
H -4.53 1.32 5.78  0.482
H -4.49 2.60 4.57  0.347
H -6.51 0.44 4.95  0.384
H -8.75 -0.52 3.84  0.347
H -7.96 -2.02 4.33  0.285
H -8.48 -1.81 2.65  0.345
H -6.55 -1.70 1.26  0.326
H -4.40 -2.04 0.13  0.351
H -3.13 -0.83 0.35  -1.675
H -4.65 -0.39 -0.45  0.496
C 2.97 -3.47 1.32  -1.361
O 2.47 -2.23 0.86  0.673
C 1.92 -2.07 -0.39  1.357
C 1.86 -3.26 -1.28  -0.631
H 2.20 -4.25 1.29  0.343
H 3.29 -3.31 2.35  0.222
H 3.85 -3.79 0.74  0.346
H 2.53 -4.09 -1.01  0.640
H 2.05 -2.95 -2.31  -0.144
H 0.82 -3.65 -1.29  -0.060
C 2.72 -0.96 -6.59  -1.813
C 2.17 0.07 -5.64  0.640
C 1.36 1.09 -6.10  -0.956
C 0.82 2.02 -5.22  0.925
C -0.07 3.12 -5.73  -2.098
C 1.10 1.91 -3.87  -0.929
C 1.92 0.88 -3.35  -0.334
C 2.45 -0.03 -4.28  0.031
N 2.12 0.81 -1.99  0.700
C 3.42 1.22 -1.50  2.893
C 4.55 0.18 -1.67  -1.120
C 5.86 0.69 -1.07  0.571
C 6.27 1.98 -1.78  -1.696
C 5.18 3.04 -1.59  0.585
C 4.99 3.32 -0.11  -1.817
C 4.60 2.03 0.60  1.123
C 5.68 0.97 0.42  -1.646
C 3.29 1.53 0.00  -1.030
C 3.87 2.53 -2.18  -1.902
H 2.61 -0.63 -7.62  0.434
H 2.19 -1.90 -6.47  0.288
H 3.78 -1.14 -6.39  0.353
H 1.14 1.17 -7.16  0.264
H 0.31 3.52 -6.68  0.536
H -0.12 3.93 -5.01  0.330
H -1.08 2.75 -5.90  0.325
H 0.72 2.64 -3.17  0.726
H 3.05 -0.86 -3.92  0.370
H 4.71 -0.01 -2.74  0.771
H 4.24 -0.76 -1.20  -0.386
H 6.65 -0.06 -1.21  0.288
H 6.41 1.78 -2.85  0.615
H 7.22 2.35 -1.38  0.579
H 5.48 3.96 -2.11  0.266
H 4.20 4.06 0.03  0.478
H 5.92 3.73 0.32  0.620
H 4.46 2.23 1.67  0.462
H 5.37 0.05 0.93  0.447
H 6.63 1.30 0.86  0.551
H 2.52 2.29 0.12  -0.928
H 2.95 0.62 0.51  -0.930
H 3.98 2.36 -3.26  0.551
H 3.08 3.27 -2.04  0.348

Calculated values
Net charge: -2
HOMO energy (alpha / beta), eV: -0.37 / -0.21
Orbital gap (alpha / beta), eV: 4.09 / 3.93
Maximum force, eV/Å: 1.4
Energy relative to the best compared isomer or geometry (same formula, charge and spin), eV: 2.267
DFT total energy, eV: -89451.97328
Spin multiplicity: 1

---

(6)
The following is a quantum chemistry calculation of an isolated molecule of C6H10, from the Open Molecules 2025 dataset.

Last column: Mulliken charge in e.
Geometry (Å):
C 2.75 -1.12 0.27  -0.716
C 1.48 -1.12 -0.20  -0.217
C 0.56 -0.20 0.37  -0.136
C -0.79 -0.30 0.50  -0.348
C -1.71 0.89 0.36  -0.591
C -1.91 1.46 -1.03  -0.965
H 3.50 -1.82 -0.10  0.281
H 3.08 -0.31 0.90  0.241
H 1.11 -1.95 -0.79  0.334
H 0.87 0.85 0.54  0.275
H -1.09 -1.35 0.43  0.331
H -1.35 1.72 0.98  0.269
H -2.60 0.55 0.91  0.340
H -0.86 1.46 -1.36  0.275
H -2.46 0.88 -1.77  0.309
H -2.16 2.51 -1.06  0.317

Calculated values
SMILES: C=C/C=C/CC
HOMO energy, eV: -8.46
Orbital gap, eV: 9.26
Maximum force, eV/Å: 3.7
Energy relative to the best compared isomer or geometry (same formula, charge and spin), eV: 1.840
DFT total energy, eV: -6382.01938
Spin multiplicity: 1

---

(7)
The following is a quantum chemistry calculation of a structure of composition C23H42Cl3DyN4O3SSi, from the Open Molecules 2025 dataset.

Last column: Mulliken charge in e.
Geometry (Å):
C -1.52 -2.23 -3.71  -1.255
C -1.05 -3.21 -2.66  0.234
H -1.30 -2.58 -4.72  0.342
H -1.01 -1.26 -3.56  0.088
H -2.60 -2.05 -3.61  0.306
C -0.52 -4.42 -2.90  0.177
C -0.30 -5.00 -4.26  -1.523
H -0.21 -5.06 -2.07  0.435
H -0.40 -4.24 -5.04  0.352
H -1.00 -5.81 -4.47  0.282
H 0.71 -5.43 -4.35  0.319
Dy 0.06 0.33 -0.27  -0.672
Cl -2.39 0.27 0.60  -0.656
Cl -0.02 1.55 -2.48  -0.370
H 0.77 4.97 3.38  0.315
H -1.42 5.86 2.29  0.322
C 1.06 4.61 2.38  -0.920
C -1.02 5.49 1.34  -0.866
N -0.13 4.35 1.59  0.237
H 1.66 3.70 2.47  0.245
C -0.34 3.19 0.99  0.499
O 0.46 2.21 1.05  -0.552
H -1.84 5.14 0.70  0.263
H -1.28 3.11 0.42  0.258
H 1.66 5.40 1.92  0.331
H -0.46 6.29 0.84  0.313
H 1.23 -1.60 -3.25  0.114
H 2.38 -3.90 -1.96  0.220
C 2.25 -1.24 -3.06  -0.857
C 3.23 -3.21 -1.89  -0.846
N 2.78 -1.83 -1.83  0.405
H 2.22 -0.15 -2.97  0.279
C 2.83 -1.14 -0.69  0.148
O 2.34 0.01 -0.55  -0.596
H 3.79 -3.44 -0.97  0.311
H 3.31 -1.66 0.16  0.321
H 2.90 -1.55 -3.88  0.404
H 3.87 -3.33 -2.77  0.343
O -0.22 -1.69 -1.05  1.011
C -1.16 -2.68 -1.24  0.070
C 0.14 -4.24 0.25  0.356
C -1.09 -3.73 -0.14  0.059
H 1.04 -3.80 -0.17  0.251
C 0.19 -5.23 1.23  -0.826
H -2.17 -2.24 -1.19  0.371
C -2.27 -4.13 0.49  -0.581
H 1.17 -5.59 1.57  0.382
C -0.99 -5.74 1.77  -0.536
C -2.23 -5.20 1.39  -0.649
H -3.19 -3.60 0.25  0.389
H -0.95 -6.57 2.49  0.369
H -3.15 -5.59 1.81  0.387
Si -0.43 4.32 -5.01  0.602
Cl -0.65 2.39 -5.74  -0.313
C 1.41 4.51 -4.68  -0.837
C -1.69 4.45 -3.62  -0.605
C -0.87 5.67 -6.26  -0.998
H 1.79 3.65 -4.12  0.173
H 1.62 5.43 -4.13  0.310
H 1.95 4.57 -5.64  0.270
H -0.18 5.70 -7.12  0.280
H -0.81 6.64 -5.76  0.304
H -1.89 5.56 -6.65  0.277
H -1.55 3.64 -2.89  -0.008
H -2.70 4.37 -4.05  0.277
H -1.62 5.42 -3.10  0.291
S 0.88 -1.39 2.07  -0.283
C 0.42 -0.53 3.44  0.037
N 1.15 -0.36 4.57  -0.153
C 0.51 0.44 5.59  -0.465
C -0.88 0.71 4.97  -0.461
N -0.78 0.07 3.67  0.187
H 2.10 -0.71 4.64  0.179
H 1.06 1.37 5.76  0.267
H 0.43 -0.10 6.53  0.289
H -1.07 1.78 4.88  0.256
H -1.67 0.25 5.57  0.292
H -1.50 0.13 2.93  0.033

Calculated values
⟨S²⟩: 9.329
HOMO energy (alpha / beta), eV: -7.87 / -7.88
Orbital gap (alpha / beta), eV: 7.95 / 7.96
Maximum force, eV/Å: 2.1
Energy relative to the best compared isomer or geometry (same formula, charge and spin), eV: 0.137
DFT total energy, eV: -117008.30625
Spin multiplicity: 6